Entry 1:
{"formula": "C53H66IrN3P2SSb2Si2", "method": "ωB97M-V/def2-TZVPD", "multiplicity": 2, "total_charge": 1, "homo_energy_ha": [-0.352, -0.351], "relative_energy_ev": 0.309, "largest_force_ev_per_a": 0.4, "lumo_energy_ev": [-2.386, -3.434], "elements": ["Ir", "Sb", "Sb", "S", "P", "P", "Si", "Si", "N", "N", "N", "C", "C", "C", "C", "C", "C", "C", "C", "C", "C", "C", "C", "C", "C", "C", "C", "C", "C", "C", "C", "C", "C", "C", "C", "C", "C", "C", "C", "C", "C", "C", "C", "C", "C", "C", "C", "C", "C", "C", "C", "C", "C", "C", "C", "C", "C", "C", "C", "C", "C", "C", "C", "C", "H", "H", "H", "H", "H", "H", "H", "H", "H", "H", "H", "H", "H", "H", "H", "H", "H", "H", "H", "H", "H", "H", "H", "H", "H", "H", "H", "H", "H", "H", "H", "H", "H", "H", "H", "H", "H", "H", "H", "H", "H", "H", "H", "H", "H", "H", "H", "H", "H", "H", "H", "H", "H", "H", "H", "H", "H", "H", "H", "H", "H", "H", "H", "H", "H", "H"], "positions_angstrom": [[0.836, -0.078, -0.216], [0.467, 2.588, -0.623], [-3.107, 2.049, -1.799], [0.663, -0.111, -2.503], [-0.276, -2.626, -0.357], [-0.872, -0.763, 2.079], [2.531, -3.060, -1.334], [0.991, 1.114, 3.511], [0.457, 0.116, 2.184], [1.289, -2.197, -0.403], [2.911, 0.429, -0.605], [-0.545, 7.099, -1.961], [4.739, 1.591, -3.631], [3.206, 0.765, -1.917], [-0.912, -2.241, 3.110], [-3.364, 2.502, -3.879], [2.259, 3.752, -0.510], [2.394, -4.908, -1.021], [-1.692, 6.993, -2.734], [-1.566, -3.994, -3.978], [-2.394, 0.108, 2.542], [3.875, 0.456, 0.296], [2.497, -2.832, -3.190], [4.263, -2.624, -0.783], [-2.093, -1.846, -2.299], [0.109, -2.470, 4.022], [3.767, 1.413, -4.579], [-2.411, 5.073, -1.428], [2.514, 0.897, -4.220], [-5.110, 1.368, -1.442], [-0.321, 6.179, -0.952], [-2.022, -4.243, 3.859], [-2.486, -3.024, -4.355], [0.223, 3.105, -2.676], [0.054, -3.568, 4.872], [-3.718, 2.103, 2.254], [-0.831, -1.122, 0.365], [2.052, 2.492, 2.827], [-1.604, -5.020, 0.205], [2.024, 0.208, 4.797], [4.475, 1.255, -2.289], [-0.414, 1.889, 4.474], [2.215, 0.574, -2.912], [-2.752, -1.954, -3.514], [-3.246, -0.291, 3.569], [-2.615, 6.000, -2.450], [-2.648, 1.308, 1.883], [-1.015, -4.446, 4.797], [-4.566, 1.696, 3.276], [-0.821, -6.612, 1.824], [5.453, 1.378, -1.272], [-3.491, 4.078, -1.131], [5.161, 0.966, -0.014], [-1.216, 5.140, -0.693], [-1.164, -2.810, -1.918], [0.250, -5.782, 2.130], [0.399, -4.574, 1.471], [3.670, -0.131, 1.651], [-1.752, -6.228, 0.870], [-0.520, -4.193, 0.494], [-4.331, 0.496, 3.927], [-0.822, 4.100, 0.310], [-0.910, -3.890, -2.762], [-1.973, -3.145, 3.019], [-3.036, 1.662, -4.491], [-1.361, -4.832, -4.630], [-0.429, 2.410, -3.194], [4.201, -1.084, 1.687], [-2.286, -1.003, -1.645], [2.661, -5.165, 0.004], [2.908, -1.871, -3.498], [0.847, -3.734, 5.590], [-5.401, 2.319, 3.568], [1.759, 0.740, -4.981], [1.234, -3.923, 1.697], [-2.762, -2.990, 2.292], [-2.328, -4.729, -0.546], [-0.160, 4.123, -2.739], [-4.426, 4.393, -1.595], [2.043, 4.680, -1.040], [0.969, -6.079, 2.882], [-0.174, 4.535, 1.071], [-3.670, 4.010, -0.060], [-0.198, -4.655, -2.476], [-5.260, 1.193, -0.377], [2.635, 2.171, 1.965], [2.753, 2.847, 3.586], [1.212, 3.066, -3.130], [0.952, -1.793, 4.061], [-1.120, 1.159, 4.876], [3.962, 1.659, -5.614], [3.124, -5.386, -1.681], [-4.982, 0.176, 4.729], [4.926, -3.330, -1.293], [-2.755, 3.371, -4.129], [-4.409, 2.722, -4.095], [-3.056, -1.198, 4.125], [-3.472, -1.199, -3.807], [5.715, 1.977, -3.893], [-3.535, 5.948, -3.021], [0.168, 7.893, -2.141], [-0.980, 2.613, 3.885], [1.407, -0.355, 5.501], [4.419, -2.758, 0.287], [2.770, -0.470, 4.381], [3.127, -3.615, -3.623], [-2.845, -4.942, 3.784], [6.430, 1.775, -1.521], [0.026, 2.420, 5.323], [3.057, 3.233, -1.038], [4.586, -1.624, -1.072], [-3.892, 3.053, 1.768], [-2.998, -3.107, -5.305], [5.899, 1.003, 0.776], [-1.979, 1.608, 1.087], [-2.588, -6.873, 0.635], [-1.062, -5.299, 5.461], [2.556, 0.964, 5.381], [-0.930, -7.561, 2.333], [-5.826, 2.109, -1.794], [0.573, 6.262, -0.344], [4.099, 0.511, 2.420], [-1.883, 7.697, -3.532], [-5.276, 0.431, -1.974], [2.572, 3.975, 0.503], [-1.664, 3.639, 0.813], [1.441, 3.347, 2.530], [2.624, -0.331, 1.858], [1.499, -2.921, -3.621], [1.424, -5.361, -1.228]], "forces_ev_per_angstrom": [[0.3, 0.1, 0.2], [-0.1, 0.0, 0.0], [0.1, 0.0, 0.0], [0.0, -0.1, 0.0], [0.0, 0.1, 0.0], [-0.1, 0.0, 0.0], [0.0, 0.0, 0.1], [0.0, 0.0, 0.0], [0.1, 0.0, -0.1], [0.0, -0.2, 0.0], [-0.1, 0.1, -0.1], [0.0, 0.0, 0.0], [0.0, 0.0, 0.0], [0.0, 0.0, 0.0], [0.0, 0.0, 0.0], [0.0, 0.0, 0.0], [0.0, -0.1, -0.1], [0.0, 0.0, 0.0], [0.0, 0.0, 0.0], [0.0, 0.0, 0.0], [0.0, 0.0, 0.0], [0.0, 0.0, 0.0], [0.0, 0.0, 0.0], [0.0, 0.0, 0.0], [0.0, 0.0, 0.0], [0.1, 0.0, 0.0], [0.0, 0.0, 0.0], [0.0, 0.0, 0.0], [0.0, 0.0, 0.0], [0.0, 0.0, 0.0], [0.0, 0.0, 0.0], [-0.1, 0.1, 0.0], [0.0, 0.0, 0.0], [-0.1, 0.0, 0.0], [0.0, 0.0, 0.0], [0.0, 0.0, 0.0], [-0.1, 0.1, -0.1], [0.0, 0.1, 0.0], [0.0, 0.0, 0.0], [0.0, 0.0, 0.0], [0.0, 0.0, 0.0], [0.0, 0.0, 0.0], [0.0, 0.0, 0.0], [0.0, 0.0, 0.0], [0.1, 0.0, 0.1], [0.0, 0.0, 0.0], [0.0, 0.0, 0.0], [0.0, 0.0, 0.0], [0.0, 0.0, 0.0], [0.0, 0.0, 0.0], [0.0, 0.0, 0.0], [0.0, 0.0, 0.0], [0.0, 0.0, 0.0], [0.0, 0.0, 0.0], [0.0, 0.1, 0.0], [0.1, 0.0, -0.1], [0.1, -0.1, -0.1], [0.0, 0.0, 0.0], [0.0, 0.0, 0.0], [0.0, 0.0, 0.0], [0.0, 0.0, 0.0], [0.1, 0.0, 0.1], [0.0, 0.0, 0.0], [-0.1, 0.0, 0.1], [0.0, 0.0, 0.0], [0.0, 0.0, 0.0], [0.0, 0.0, 0.0], [0.1, 0.0, 0.0], [0.0, 0.0, 0.0], [0.0, 0.0, 0.0], [0.0, 0.0, 0.0], [0.0, 0.0, 0.0], [0.0, 0.0, 0.0], [0.0, 0.0, 0.0], [0.0, 0.0, 0.0], [0.0, 0.0, 0.0], [0.0, 0.0, 0.0], [0.0, 0.0, 0.0], [0.0, 0.0, 0.0], [0.0, 0.0, 0.0], [0.0, 0.0, 0.0], [0.0, 0.0, 0.1], [0.0, 0.0, 0.1], [0.0, 0.0, 0.0], [0.0, 0.0, 0.0], [0.0, 0.1, 0.0], [0.0, 0.0, 0.0], [0.0, 0.0, 0.0], [-0.1, -0.1, 0.0], [0.0, 0.0, 0.0], [0.0, 0.0, 0.0], [0.0, 0.0, 0.0], [0.0, 0.0, 0.0], [0.0, 0.0, 0.0], [0.0, 0.0, 0.0], [0.0, 0.0, 0.0], [0.0, 0.0, 0.0], [0.0, 0.0, 0.0], [0.0, 0.0, 0.0], [0.0, 0.0, 0.0], [0.0, 0.0, 0.0], [0.0, 0.0, 0.0], [0.0, 0.0, 0.0], [0.0, 0.0, 0.0], [0.0, 0.0, 0.0], [0.0, 0.0, 0.0], [0.0, 0.0, 0.0], [0.0, 0.0, 0.0], [0.0, 0.0, 0.0], [0.0, 0.0, 0.0], [0.0, 0.0, 0.0], [0.0, 0.0, 0.0], [0.0, 0.0, 0.0], [0.0, 0.0, 0.0], [0.0, 0.1, -0.1], [0.0, 0.0, 0.0], [0.0, 0.0, 0.0], [0.0, 0.0, 0.0], [0.0, 0.0, 0.0], [0.0, 0.0, 0.0], [0.0, 0.0, 0.0], [0.0, 0.0, 0.0], [0.0, 0.0, 0.0], [0.0, 0.0, 0.0], [0.0, 0.0, 0.1], [0.0, -0.1, 0.0], [0.0, 0.0, 0.0], [0.0, 0.0, 0.0], [0.0, 0.0, 0.0], [0.0, 0.0, 0.0]]}

Entry 2:
{"formula": "C53H76N8ORbS", "method": "ωB97M-V/def2-TZVPD", "multiplicity": 1, "total_charge": -1, "homo_energy_ha": -0.131, "relative_energy_ev": 0.451, "largest_force_ev_per_a": 1.4, "lumo_energy_ev": 1.941, "elements": ["Rb", "S", "O", "N", "N", "N", "N", "N", "N", "N", "N", "C", "C", "C", "C", "C", "C", "C", "C", "C", "C", "C", "C", "C", "C", "C", "C", "C", "C", "C", "C", "C", "C", "C", "C", "C", "C", "C", "C", "C", "C", "C", "C", "C", "C", "C", "C", "C", "C", "C", "C", "C", "C", "C", "C", "C", "C", "C", "C", "C", "C", "C", "C", "C", "H", "H", "H", "H", "H", "H", "H", "H", "H", "H", "H", "H", "H", "H", "H", "H", "H", "H", "H", "H", "H", "H", "H", "H", "H", "H", "H", "H", "H", "H", "H", "H", "H", "H", "H", "H", "H", "H", "H", "H", "H", "H", "H", "H", "H", "H", "H", "H", "H", "H", "H", "H", "H", "H", "H", "H", "H", "H", "H", "H", "H", "H", "H", "H", "H", "H", "H", "H", "H", "H", "H", "H", "H", "H", "H", "H"], "positions_angstrom": [[-0.338, 0.408, 0.267], [-1.711, -1.867, 2.311], [0.208, -4.318, -0.230], [3.997, 0.812, -0.851], [2.397, -0.290, -2.087], [-2.041, -1.853, 0.775], [-2.723, -0.471, -3.709], [-1.475, -1.779, -5.044], [1.357, -0.827, 2.877], [4.338, 0.821, -3.067], [-0.632, -1.032, -2.891], [-1.220, 0.646, 5.020], [-1.247, 3.755, 1.179], [3.121, 0.959, 0.285], [-2.332, 3.362, 0.389], [2.429, 4.716, 0.315], [-0.313, -5.406, 3.690], [-2.665, -4.473, 2.537], [0.685, -0.509, 4.012], [1.446, 3.212, -2.459], [0.716, 6.188, 1.336], [-0.394, 0.404, 3.941], [-3.372, -1.838, 4.572], [-0.541, 3.840, -0.991], [0.055, -0.880, 6.346], [-1.490, -1.095, -3.823], [-1.354, -6.281, 3.422], [1.819, -0.831, -3.289], [-3.819, 2.751, 2.322], [-4.559, -1.552, 5.225], [-3.249, -1.527, 3.225], [2.640, -1.273, 2.874], [-3.191, -0.099, -2.394], [-3.759, 3.159, 0.847], [-3.656, -1.080, -4.630], [4.393, -2.491, 1.676], [-4.536, 4.478, 0.674], [-0.726, 3.640, -3.503], [-1.622, -3.603, 2.818], [-5.610, -0.949, 4.542], [5.509, 1.443, -2.464], [-0.279, -1.897, -5.858], [3.641, -0.866, 3.791], [-4.283, -0.911, 2.542], [-4.463, 2.079, 0.017], [0.628, -1.736, -2.938], [-0.126, 4.056, 0.363], [3.486, 0.369, -2.052], [-1.889, 3.412, -0.943], [-2.727, -1.539, -5.746], [-5.471, -0.626, 3.201], [1.380, 4.034, 2.401], [1.083, 4.716, 1.050], [5.358, -2.063, 2.581], [-0.442, -4.058, 3.383], [4.961, -1.246, 3.635], [5.024, 1.808, -1.069], [0.480, 5.554, -2.538], [-1.008, 0.012, 6.241], [-2.528, -5.817, 2.839], [4.602, 0.093, -4.286], [0.880, -1.142, 5.267], [0.169, 4.063, -2.326], [3.072, -2.114, 1.821], [-1.293, 3.906, 2.249], [5.150, -0.842, -4.105], [-0.448, 6.129, -2.497], [0.958, 5.724, -3.510], [-1.252, -7.332, 3.662], [0.558, 6.728, 0.400], [1.205, 2.162, -2.273], [5.218, 0.723, -4.930], [1.863, 3.294, -3.469], [-3.333, -6.505, 2.614], [-4.181, -1.934, -4.175], [3.157, 5.267, 0.918], [-2.522, 3.206, -1.795], [-3.583, -4.100, 2.097], [2.611, 0.018, 0.467], [-3.409, 3.537, 2.959], [2.217, 3.516, -1.755], [6.396, -2.350, 2.463], [-5.491, 1.935, 0.367], [3.367, -0.212, 4.610], [5.808, 1.726, -0.315], [-0.208, 6.238, 1.911], [2.380, 1.749, 0.114], [-3.927, 1.129, 0.096], [2.531, -1.446, -3.856], [-2.548, -2.296, 5.104], [5.706, -0.893, 4.341], [-2.045, 1.342, 4.911], [2.395, 5.197, -0.659], [1.136, 5.947, -1.765], [-6.282, -0.147, 2.668], [1.464, -0.020, -3.941], [-0.270, -3.499, -0.050], [-2.610, -0.748, -6.500], [0.238, -1.382, 7.291], [2.323, -2.442, 1.105], [2.804, 3.700, 0.195], [1.684, -1.863, 5.367], [-0.198, 3.819, -4.444], [-4.573, 4.755, -0.381], [-2.486, 0.600, -1.954], [1.130, -4.122, -0.037], [2.208, 4.549, 2.898], [-4.402, -0.360, -4.968], [-0.559, 0.924, 3.003], [3.720, 1.195, 1.165], [-4.030, 5.281, 1.213], [0.360, -3.352, 3.575], [5.826, 2.310, -3.046], [4.610, 2.824, -1.042], [-3.074, -2.446, -6.244], [-4.148, -0.663, 1.496], [-2.801, -2.479, 0.515], [4.678, -3.128, 0.845], [0.608, -5.772, 4.126], [1.664, 2.988, 2.260], [0.483, -1.182, -5.546], [-1.652, 0.213, 7.088], [0.607, -2.593, -3.622], [6.347, 0.732, -2.418], [1.513, 6.694, 1.896], [-5.562, 4.389, 1.051], [-6.534, -0.726, 5.061], [-4.162, 0.384, -2.490], [-4.500, 2.365, -1.036], [-3.244, 1.838, 2.497], [-4.669, -1.797, 6.274], [-1.655, 4.212, -3.524], [0.524, 4.060, 3.072], [0.813, -2.124, -1.935], [3.682, -0.129, -4.817], [-3.279, -0.967, -1.727], [-0.533, -1.690, -6.899], [-4.856, 2.572, 2.626], [0.145, -2.903, -5.811], [-0.964, 2.576, -3.439]], "forces_ev_per_angstrom": [[0.2, 0.5, -0.4], [-0.8, -1.0, 0.5], [0.0, -0.1, -0.1], [0.2, 0.1, 0.0], [-0.1, -0.1, 0.2], [0.2, 0.2, -0.6], [-0.1, 0.1, -0.1], [0.0, 0.0, 0.0], [-0.4, 0.2, -0.5], [0.0, 0.2, 0.1], [0.0, 0.3, 0.2], [0.0, 0.1, 0.0], [0.0, -0.1, 0.1], [-0.1, -0.1, 0.0], [0.1, -0.1, -0.1], [-0.1, 0.0, 0.0], [0.0, -0.1, 0.0], [0.0, 0.0, 0.0], [0.2, -0.1, 0.1], [-0.1, 0.1, 0.0], [0.1, -0.1, -0.1], [0.1, 0.0, 0.1], [0.1, 0.0, 0.0], [0.1, 0.0, 0.0], [-0.1, 0.1, 0.1], [0.0, -0.1, 0.0], [0.1, 0.0, 0.0], [0.0, -0.1, 0.0], [0.1, 0.0, -0.1], [0.0, 0.0, 0.0], [0.0, 0.1, -0.2], [0.1, -0.1, 0.1], [0.1, -0.1, 0.0], [-0.1, 0.0, 0.0], [0.1, -0.1, 0.0], [0.0, 0.0, 0.0], [0.0, -0.1, 0.0], [0.0, 0.0, 0.1], [0.3, 0.1, 0.0], [0.0, 0.0, 0.0], [0.0, 0.0, 0.0], [0.0, -0.1, 0.1], [0.0, 0.0, 0.1], [0.1, -0.1, -0.2], [0.1, 0.1, 0.1], [-0.1, 0.0, -0.2], [0.1, -0.1, 0.1], [0.0, 0.0, -0.1], [-0.1, -0.2, 0.0], [0.0, 0.0, 0.0], [-0.1, 0.0, 0.1], [-0.1, 0.1, -0.1], [0.0, 0.1, 0.0], [0.1, 0.0, 0.0], [0.0, 0.2, 0.0], [0.0, -0.1, -0.1], [-0.1, 0.0, -0.1], [0.0, -0.1, 0.0], [0.0, 0.0, 0.1], [0.0, 0.0, 0.0], [0.0, 0.0, 0.0], [0.0, 0.0, -0.1], [0.1, 0.0, 0.0], [0.0, 0.0, 0.1], [0.0, -0.1, 0.0], [0.0, 0.0, 0.0], [0.0, 0.0, 0.0], [0.0, 0.0, 0.0], [0.0, 0.0, 0.0], [0.0, 0.0, 0.0], [0.1, 0.0, 0.0], [0.0, 0.0, 0.0], [0.0, 0.0, 0.0], [0.0, 0.0, 0.0], [0.0, 0.0, 0.0], [0.0, 0.0, 0.0], [0.1, 0.0, -0.1], [0.0, 0.0, 0.0], [0.0, 0.0, 0.1], [0.0, 0.0, 0.0], [-0.1, -0.1, -0.1], [0.0, 0.0, 0.0], [0.0, 0.0, 0.0], [0.0, 0.0, 0.0], [0.0, 0.0, 0.0], [0.0, 0.0, 0.0], [0.0, 0.0, 0.1], [0.0, 0.0, 0.0], [0.0, 0.0, 0.0], [0.0, 0.0, 0.0], [0.0, 0.0, 0.0], [0.0, 0.0, 0.0], [0.0, 0.0, 0.0], [0.0, 0.1, 0.0], [0.0, 0.0, 0.0], [0.0, 0.0, -0.1], [-0.1, 0.2, 0.1], [0.0, 0.0, 0.0], [0.0, 0.0, 0.0], [0.0, 0.1, 0.0], [0.0, 0.1, 0.0], [0.0, 0.0, 0.0], [0.0, 0.0, 0.0], [0.0, 0.0, 0.0], [-0.1, 0.1, 0.1], [0.0, 0.1, 0.1], [0.0, 0.0, 0.0], [0.0, 0.0, 0.0], [0.0, 0.1, 0.1], [-0.1, 0.0, 0.0], [0.0, 0.0, 0.0], [0.0, 0.0, 0.0], [0.0, 0.0, 0.0], [0.0, 0.0, 0.0], [0.0, 0.0, 0.0], [0.0, 0.0, 0.0], [0.0, 0.0, 0.1], [0.0, 0.0, 0.0], [0.0, 0.0, 0.0], [0.0, 0.0, 0.0], [0.0, 0.0, 0.0], [0.0, 0.0, 0.0], [0.0, 0.0, 0.1], [0.0, 0.0, 0.0], [0.0, 0.0, 0.0], [0.0, 0.0, 0.0], [0.0, 0.0, 0.0], [0.0, 0.1, 0.0], [0.0, 0.0, 0.0], [0.0, 0.0, 0.0], [0.0, 0.0, 0.0], [0.0, 0.0, 0.0], [0.0, 0.0, 0.0], [0.1, -0.1, -0.1], [0.1, 0.0, 0.0], [0.0, 0.0, 0.0], [0.0, 0.0, 0.0], [0.0, 0.0, 0.0], [0.0, 0.0, 0.0], [-0.1, 0.0, 0.0]]}